Entry 1:
The following is a quantum chemistry calculation of a cluster of 2 separate species, C5H15O8PS2 in total, from the Open Molecules 2025 dataset.

```
31
Properties=species:S:1:pos:R:3:forces:R:3:nbo_charge:R:1
O -4.4700 2.2129 3.8030 -1.8 0.6 2.6 -1.080
P -3.7836 1.7915 2.6426 0.6 0.2 0.4 2.537
O -4.5994 2.1834 1.3362 0.8 -0.3 -1.1 -0.973
O -2.3675 2.5297 2.5441 0.1 -0.2 -1.6 -0.969
O -3.5045 0.2350 2.6858 0.3 -0.3 -1.2 -0.787
C -3.3453 -0.4794 1.4526 0.0 -0.2 -0.3 -0.070
C -2.0194 -0.2403 0.7642 0.4 0.0 0.4 -0.437
C -0.8287 -0.6442 1.6171 0.1 0.6 0.0 -0.679
S 0.7122 0.1831 1.2084 -0.1 -1.0 -0.4 2.399
O 1.3456 -0.5706 0.1946 -0.1 -0.6 -1.8 -0.963
O 1.4536 0.3511 2.3727 0.9 0.9 2.5 -0.925
O 0.4121 1.6430 0.6670 -0.9 0.2 -0.2 -0.869
H -4.0746 2.1408 0.5176 -0.5 0.0 0.1 0.490
H -2.3719 3.0551 1.7257 0.5 0.2 0.5 0.492
H -4.1278 -0.2172 0.7490 -0.4 0.1 0.0 0.189
H -3.4820 -1.5294 1.6625 0.0 -0.3 0.3 0.207
H -1.9970 -0.7853 -0.1703 -0.1 -0.1 -0.3 0.236
H -1.9249 0.8172 0.5352 -0.2 0.3 -0.1 0.179
H -0.9742 -0.4846 2.6784 -0.2 0.3 0.1 0.267
H -0.5761 -1.6853 1.4875 0.1 -0.3 -0.1 0.260
H -0.1487 1.6078 -0.1281 0.4 0.0 0.0 0.497
C 5.1496 -2.0211 -3.0536 0.1 0.0 0.0 -0.833
S 3.3868 -1.9182 -3.3904 -0.1 -0.1 0.1 1.254
O 3.2287 -1.7396 -4.8565 0.0 0.0 0.0 -0.987
C 3.1468 -0.3096 -2.6306 0.1 0.2 0.1 -0.833
H 5.5199 -2.9478 -3.4865 -0.1 0.0 0.0 0.239
H 5.6607 -1.1731 -3.5092 0.0 0.0 0.0 0.229
H 5.3127 -2.0309 -1.9759 0.0 0.0 0.0 0.229
H 3.7906 0.4253 -3.1147 0.0 -0.1 -0.1 0.225
H 3.3713 -0.3716 -1.5664 -0.1 0.0 0.0 0.243
H 2.1051 -0.0277 -2.7619 0.0 -0.1 0.0 0.233
```
Forces are in eV/Å.

Calculated values
HOMO, Ha: -0.327
Total charge: 0
LUMO energy, eV: -0.749
Electronic energy, Eh: -1939.2171

=====

Entry 2:
The following is a quantum chemistry calculation of a structure of composition C5H16FeN8O7, from the Open Molecules 2025 dataset.

```
37
Properties=species:S:1:pos:R:3:forces:R:3:nbo_charge:R:1
Fe 8.6858 -0.1417 12.5064 1.0 0.1 -0.1 0.985
C 11.8537 0.8314 11.9373 3.0 0.3 -0.2 0.897
O 10.9745 1.4854 12.5269 -2.3 2.2 1.3 -0.639
O 11.4095 -0.3368 11.7717 -0.7 -2.5 -0.9 -0.576
O 13.0136 1.2119 11.6551 -1.3 -0.3 0.1 -0.690
C 9.6771 -0.7002 16.5374 0.5 2.0 -2.1 0.752
O 8.8367 -0.6259 15.6887 -2.0 1.5 -3.1 -0.702
N 9.5770 -1.5930 17.4084 0.2 -5.1 5.7 -0.801
N 10.7680 0.0489 16.6546 1.7 2.6 -1.4 -0.846
H 10.4125 -1.7364 17.9576 -0.7 -0.6 0.5 0.379
H 8.7076 -2.0881 17.5469 0.5 0.0 -0.1 0.411
H 10.8431 0.7331 15.9155 0.4 0.0 0.1 0.417
H 11.4821 0.0779 17.3683 -0.6 -0.3 -0.1 0.398
C 7.7152 1.3872 8.1812 1.6 -4.2 0.4 0.765
O 7.7686 0.8559 9.2991 0.0 0.5 -0.7 -0.694
N 8.1517 0.7541 7.0495 0.1 -0.5 -0.4 -0.847
N 7.2705 2.5814 7.9734 -1.2 2.9 0.6 -0.831
H 8.0092 1.1804 6.1450 0.2 -0.3 0.2 0.377
H 8.4820 -0.1986 7.1074 -0.2 0.3 0.0 0.410
H 7.0916 2.9653 8.8903 -0.5 1.0 -0.6 0.424
H 7.1055 2.9856 7.0626 0.0 0.2 0.7 0.400
C 6.4532 3.8623 12.6424 0.0 -4.6 -0.8 0.739
O 6.6010 2.6299 12.7367 -1.0 1.0 0.4 -0.685
N 7.4133 4.6782 12.5908 8.1 3.5 0.9 -0.813
N 5.4133 4.5500 12.3107 -6.7 0.0 -0.1 -0.822
H 7.3726 5.6062 12.9873 -0.2 -0.2 -0.2 0.385
H 8.3253 4.2516 12.6707 0.2 0.1 0.1 0.405
H 4.5557 4.0515 12.5007 -0.4 0.5 -0.4 0.393
H 5.3834 5.5076 11.9910 0.2 -0.5 0.2 0.402
C 8.4353 -4.2371 12.3843 -3.4 6.8 4.3 0.745
O 7.9392 -3.0851 12.2779 0.3 -0.6 -1.7 -0.749
N 9.1987 -4.8877 11.6749 4.0 -2.6 -7.7 -0.785
N 8.4291 -4.7582 13.5563 -1.5 -2.1 4.8 -0.808
H 9.5263 -5.7984 11.9638 0.3 0.5 -0.9 0.396
H 9.4193 -4.3597 10.8426 0.7 -1.1 -0.5 0.423
H 8.0157 -4.1848 14.2776 0.2 -0.8 0.3 0.421
H 8.9503 -5.6208 13.6222 -0.5 0.4 1.5 0.365
```
Forces are in eV/Å.

Calculated values
HOMO (spin up / spin down), Ha: -0.292 / -0.234
Total charge: 0
2S+1: 5
LUMO energy (spin up / spin down), eV: 0.360 / 0.206
Relative energy (zero: lowest compared OMol25 entry of this formula, charge and spin), kcal per mole: 216.50
Electronic energy, Eh: -2428.4343

=====

Entry 3:
The following is a quantum chemistry calculation of a cluster of 2 separate species, C5H16N2 in total, from the Open Molecules 2025 dataset.

```
23
Properties=species:S:1:pos:R:3:forces:R:3:nbo_charge:R:1
C 2.1441 0.7420 -0.4705 -0.2 0.1 0.3 -0.618
C 1.5032 0.8206 0.9121 0.1 -0.3 0.0 -0.415
C 1.2875 -0.5621 1.5754 0.2 0.1 0.1 -0.218
N 0.8152 -1.6636 0.7650 0.1 -0.2 -0.1 -0.854
H 3.0878 0.2065 -0.4164 0.2 -0.1 -0.1 0.205
H 2.3375 1.7412 -0.8572 0.1 0.0 -0.1 0.212
H 1.4959 0.2229 -1.1764 0.0 0.0 -0.1 0.197
H 2.1520 1.4012 1.5724 -0.1 0.1 0.0 0.206
H 0.5594 1.3680 0.8520 0.0 0.1 0.1 0.173
H 0.5817 -0.4365 2.4002 0.1 0.0 0.1 0.185
H 2.2445 -0.8802 2.0055 -0.1 0.1 0.1 0.181
H -0.0983 -1.4592 0.3660 0.2 0.0 -0.1 0.387
H 1.4574 -1.8381 -0.0002 -0.1 -0.1 0.0 0.341
C -1.5892 -0.1735 -1.8980 -0.1 0.0 -0.1 -0.410
N -1.3569 -0.1734 -0.4697 0.0 0.3 0.0 -0.637
C -2.5289 0.1339 0.3234 -0.1 0.1 -0.1 -0.412
H -0.6650 -0.4504 -2.4042 0.0 0.0 -0.1 0.199
H -1.9255 0.7994 -2.2873 0.0 -0.1 0.0 0.165
H -2.3495 -0.9181 -2.1357 0.0 0.0 -0.1 0.194
H -0.6464 0.5219 -0.2704 0.0 -0.2 0.0 0.358
H -3.2943 -0.6182 0.1308 0.0 0.0 0.1 0.195
H -2.2565 0.0909 1.3767 -0.1 0.0 0.1 0.202
H -2.9559 1.1247 0.1065 0.0 -0.1 0.0 0.165
```
Forces are in eV/Å.

Calculated values
HOMO, Ha: -0.313
Total charge: 0
LUMO energy, eV: 0.928
Relative energy (zero: lowest compared OMol25 entry of this formula, charge and spin), kcal per mole: 16.62
SMILES: CCCN.CNC
Electronic energy, Eh: -309.5828

=====

Entry 4:
The following is a quantum chemistry calculation of the ion C5H16N2 with charge +2, from the Open Molecules 2025 dataset.

```
23
Properties=species:S:1:pos:R:3:forces:R:3:nbo_charge:R:1
N -0.9803 -0.2555 -3.4489 0.1 -0.7 0.8 -0.675
C -0.5860 -0.8592 -2.0706 0.1 1.5 -0.4 -0.204
C -0.7799 0.1834 -0.9924 -1.0 0.1 1.1 -0.433
C -0.5394 -0.3735 0.4578 0.0 0.2 -1.0 -0.403
C -0.1730 0.7326 1.4633 0.0 -0.2 -0.3 -0.437
C 1.2764 0.8347 1.9009 0.0 0.5 -0.3 -0.224
N 1.6312 -0.2266 2.9102 0.6 0.1 -0.8 -0.669
H -1.3479 -1.0194 -4.0164 -0.1 0.2 -0.4 0.458
H -0.1609 0.1399 -3.9076 0.0 0.0 -0.2 0.450
H -1.6701 0.4911 -3.3672 -0.3 -0.1 0.0 0.449
H 0.4671 -1.0452 -2.1992 0.3 -0.7 0.1 0.227
H -1.1901 -1.7376 -1.8928 0.0 -0.2 -0.2 0.244
H -0.2292 1.1053 -1.1625 0.5 -0.1 -0.2 0.221
H -1.8318 0.4983 -0.9790 0.1 0.0 -0.2 0.228
H 0.1946 -1.1744 0.3669 0.3 -0.1 0.4 0.197
H -1.4743 -0.8332 0.7666 0.0 -0.2 0.1 0.244
H -0.8323 0.6801 2.3297 0.1 0.0 0.2 0.239
H -0.3983 1.6857 0.9994 -0.1 0.3 0.0 0.250
H 1.9890 0.7870 1.0755 -0.1 -0.3 0.0 0.231
H 1.4352 1.7976 2.3763 0.1 0.0 0.2 0.249
H 1.5986 -1.1500 2.4607 -0.5 0.0 0.5 0.445
H 1.0003 -0.1226 3.7022 0.0 -0.5 0.2 0.454
H 2.6011 -0.1384 3.2273 -0.1 0.2 0.2 0.458
```
Forces are in eV/Å.

Calculated values
HOMO, Ha: -0.709
Total charge: +2
LUMO energy, eV: -6.144
Relative energy (zero: lowest compared OMol25 entry of this formula, charge and spin), kcal per mole: 3.29
SMILES: [NH3+]CCCCC[NH3+]
Electronic energy, Eh: -309.0216

=====

Entry 5:
The following is a quantum chemistry calculation of a cluster of 2 separate species, C5H16N2 in total, from the Open Molecules 2025 dataset.

```
23
Properties=species:S:1:pos:R:3:forces:R:3:nbo_charge:R:1
C 1.6324 1.9275 0.6992 -1.7 -1.6 1.4 -0.173
C 1.0510 0.7121 -0.1009 -0.4 -3.2 -1.4 -0.484
C 0.4579 -0.5256 0.7133 3.8 1.3 6.5 -0.512
C -0.8651 -0.9979 0.4503 -5.2 -0.8 -0.9 -0.538
C -0.7604 -1.1904 -0.9705 -0.5 0.1 -2.4 0.146
N -1.6979 -2.7968 -1.9580 -1.7 -1.5 -0.2 -1.148
N 0.5671 2.7741 1.5651 2.1 3.4 -2.7 -0.764
H 1.8067 2.5844 -0.0211 1.6 2.9 -3.1 0.223
H 2.4651 1.8505 1.3710 0.5 -0.8 0.0 0.250
H 1.6339 0.0946 -0.9165 0.9 2.1 1.9 0.304
H 0.3431 1.0157 -0.9200 -0.2 0.6 1.4 0.238
H 0.6030 -0.2052 1.8338 -1.7 0.7 -1.3 0.269
H 1.0518 -1.3459 1.2360 0.7 0.0 -2.7 0.306
H -1.3664 -1.9884 0.8179 1.5 1.8 0.6 0.306
H -1.6348 -0.1827 0.4880 0.3 -0.8 0.8 0.239
H 0.1723 -1.5384 -1.3708 0.2 -0.9 -0.2 0.214
H -1.2190 -0.4945 -1.6301 -0.5 0.5 -0.4 0.216
H -2.4002 -3.5541 -2.3361 0.7 2.2 1.6 0.480
H -1.5192 -2.2710 -2.8865 1.3 -1.4 2.5 0.494
H -1.4649 -3.1034 -0.9216 0.7 0.3 -3.7 0.492
H -0.2696 2.5352 1.0591 -1.6 -0.9 1.8 0.463
H 0.9149 2.7853 2.5537 -1.9 -0.5 -0.6 0.497
H 0.4984 3.9148 1.2447 1.2 -3.6 1.1 0.482
```
Forces are in eV/Å.

Calculated values
HOMO, Ha: -0.655
Total charge: +2
LUMO energy, eV: -9.041
Relative energy (zero: lowest compared OMol25 entry of this formula, charge and spin), kcal per mole: 206.47
Electronic energy, Eh: -308.6978

=====

Question: Which value of electronic energy does entry 1 give?
Answer: -1939.2171 Eh